Formula: C33H39BBrF4IIrN6O3
Source: OMol25
Level of theory: the ωB97M-V functional and the def2-TZVPD basis

Values from the calculation:
Gap between HOMO and LUMO: 8.1 eV
Net charge: +1
Energy relative to the best compared isomer or geometry (same formula, charge and spin): 19.3 kcal/mol

Last column: Löwdin charge in e.
Element x y z (Å)
Ir  -0.688  -0.626  -1.253  1.33
C  -0.748  2.259  5.939  -0.05
O  -0.353  1.430  4.854  -0.08
C  0.797  0.720  4.988  -0.22
C  1.641  0.766  6.083  -0.01
C  2.783  -0.030  6.110  -0.07
C  3.068  -0.880  5.060  -0.08
C  2.217  -0.937  3.960  -0.03
C  1.097  -0.125  3.906  -0.14
N  0.159  -0.116  2.849  0.17
C  0.359  -0.374  1.539  -0.32
N  1.618  -0.371  1.096  0.17
C  2.101  -0.405  -0.227  -0.21
C  1.298  -0.433  -1.356  -0.29
C  1.954  -0.411  -2.597  -0.13
C  3.327  -0.334  -2.692  -0.07
C  4.122  -0.294  -1.550  -0.01
C  3.504  -0.335  -0.318  -0.23
O  4.148  -0.296  0.881  -0.10
C  5.564  -0.165  0.869  -0.05
N  -0.678  -0.563  0.733  -0.01
C  -2.002  -0.336  1.226  -0.23
C  -2.620  -1.092  2.204  -0.02
C  -3.912  -0.774  2.602  -0.05
C  -4.576  0.281  1.999  -0.05
C  -3.977  1.020  0.985  0.01
C  -2.692  0.697  0.596  -0.24
O  -2.005  1.288  -0.444  -0.25
C  -2.725  2.223  -1.254  -0.06
H  -0.013  3.047  6.114  0.10
H  -0.886  1.672  6.849  0.10
H  -1.694  2.704  5.646  0.10
H  1.421  1.416  6.916  0.11
H  3.440  0.015  6.967  0.11
H  3.940  -1.518  5.090  0.11
H  2.423  -1.644  3.167  0.12
H  -0.776  0.162  3.111  0.14
H  2.328  -0.145  1.780  0.12
H  1.388  -0.433  -3.519  0.08
H  3.797  -0.304  -3.666  0.11
H  5.196  -0.233  -1.635  0.11
H  5.863  0.763  0.378  0.10
H  6.028  -1.016  0.369  0.10
H  5.871  -0.141  1.910  0.10
H  -2.094  -1.930  2.643  0.13
H  -4.403  -1.366  3.361  0.11
H  -5.589  0.520  2.294  0.12
H  -4.527  1.810  0.495  0.12
H  -3.004  3.095  -0.663  0.08
H  -3.606  1.744  -1.683  0.11
H  -2.037  2.531  -2.036  0.08
F  -3.827  -3.036  -2.160  0.15
B  -3.707  -2.253  -1.018  -1.21
F  -2.891  -1.066  -1.466  -0.06
F  -4.882  -1.762  -0.542  0.19
F  -2.962  -2.916  -0.038  0.13
Br  -1.129  5.670  0.513  0.72
C  0.188  5.987  -0.807  -0.74
C  0.294  7.275  -1.315  -0.13
C  1.243  7.562  -2.281  -0.07
C  2.088  6.564  -2.743  -0.08
C  1.984  5.279  -2.237  -0.16
C  1.034  4.985  -1.266  -0.73
I  0.935  3.026  -0.559  1.06
H  -0.369  8.046  -0.947  0.10
H  1.319  8.568  -2.671  0.11
H  2.832  6.783  -3.497  0.11
H  2.643  4.498  -2.591  0.09
C  -1.222  -1.163  -3.767  -0.05
N  -0.863  -2.553  -3.724  -0.11
C  -0.615  -3.188  -5.014  -0.02
C  -0.755  -3.218  -2.548  -0.39
N  -0.487  -2.557  -1.441  0.02
N  -0.842  -4.569  -2.539  -0.13
C  -1.948  -5.240  -3.234  -0.03
C  -0.377  -5.280  -1.356  -0.04
H  -0.893  -0.755  -4.723  0.12
H  -0.598  -0.488  -3.089  0.02
H  -2.283  -0.973  -3.622  0.11
H  0.068  -2.560  -5.587  0.10
H  -1.535  -3.321  -5.585  0.10
H  -0.146  -4.153  -4.860  0.10
H  -0.671  -3.067  -0.589  0.08
H  -2.506  -4.538  -3.840  0.08
H  -2.642  -5.636  -2.492  0.10
H  -1.567  -6.055  -3.849  0.10
H  -1.107  -5.231  -0.542  0.10
H  0.579  -4.877  -1.026  0.10
H  -0.232  -6.325  -1.625  0.10

Formula: C33H39BrF9N6O9S3
Source: OMol25
Level of theory: the ωB97M-V functional and the def2-TZVPD basis

Values from the calculation:
Gap between HOMO and LUMO: 6.4 eV
Net charge: +1

Last column: Löwdin charge in e.
Element x y z (Å)
C  -4.603  -3.591  20.820  0.01
N  -5.652  -4.378  21.419  -0.13
C  -6.871  -4.471  20.860  -0.20
C  -7.990  -4.960  21.577  -0.13
C  -7.880  -5.199  22.931  -0.15
C  -6.539  -5.247  23.479  0.03
C  -5.511  -4.779  22.737  -0.02
C  -9.122  -5.319  23.790  -0.07
C  -10.450  -5.279  23.229  0.07
C  -11.515  -5.658  24.031  -0.01
N  -11.324  -6.258  25.234  -0.08
C  -10.085  -6.329  25.717  -0.01
C  -9.004  -5.820  25.075  0.02
C  -12.463  -6.575  26.086  0.01
H  -4.815  -2.545  20.934  0.09
H  -4.512  -3.885  19.800  0.10
H  -3.699  -3.840  21.358  0.10
H  -6.900  -4.101  19.845  0.11
H  -8.940  -4.864  21.137  0.08
H  -6.313  -5.446  24.501  0.11
H  -4.512  -4.824  23.024  0.12
H  -10.670  -4.806  22.329  0.10
H  -12.538  -5.477  23.643  0.15
H  -10.004  -6.857  26.660  0.15
H  -8.064  -5.961  25.609  0.13
H  -12.592  -7.657  26.227  0.11
H  -13.384  -6.240  25.623  0.09
H  -12.373  -6.119  27.088  0.12
C  -7.365  4.735  30.569  -0.02
N  -7.618  3.946  29.404  -0.07
C  -7.402  2.607  29.460  0.05
C  -7.805  1.811  28.414  0.07
C  -8.437  2.472  27.351  -0.14
C  -8.600  3.859  27.312  0.03
C  -8.198  4.597  28.373  -0.02
C  -8.940  1.711  26.188  -0.12
C  -8.105  1.052  25.217  0.09
C  -8.751  0.500  24.086  0.03
N  -10.110  0.496  24.015  -0.09
C  -10.858  1.055  24.944  0.00
C  -10.323  1.749  26.013  0.04
C  -10.724  -0.255  22.971  0.01
H  -7.190  4.141  31.482  0.12
H  -8.226  5.231  30.974  0.09
H  -6.569  5.428  30.517  0.10
H  -7.142  2.173  30.385  0.13
H  -7.769  0.724  28.444  0.08
H  -9.016  4.341  26.450  0.14
H  -8.212  5.665  28.461  0.15
H  -7.032  0.921  25.285  0.13
H  -8.214  -0.003  23.253  0.08
H  -11.933  0.876  24.810  0.15
H  -11.046  2.257  26.785  0.16
H  -11.485  -0.862  23.416  0.07
H  -9.950  -0.785  22.598  -0.05
H  -11.035  0.389  22.154  0.13
C  -11.425  -1.454  27.962  -0.06
C  -12.168  -1.945  29.201  -0.13
N  -11.285  -1.806  30.372  -0.04
C  -11.243  -2.705  31.413  -0.02
C  -10.781  -2.046  32.494  -0.02
N  -10.458  -0.790  32.071  -0.07
C  -10.744  -0.660  30.811  -0.04
C  -9.672  0.208  32.826  0.03
H  -10.857  -2.312  27.568  0.09
H  -10.761  -0.561  28.043  0.08
H  -12.110  -1.297  27.155  0.04
H  -12.367  -3.064  29.082  0.15
H  -13.047  -1.390  29.457  0.12
H  -11.669  -3.783  31.391  0.17
H  -10.482  -2.341  33.486  0.14
H  -10.501  0.214  30.210  0.16
H  -8.589  -0.108  32.928  0.12
H  -10.124  0.208  33.786  0.09
H  -9.775  1.159  32.382  0.05
Br  -8.010  -2.220  21.434  0.19
C  -5.701  -1.811  29.321  -0.65
F  -5.675  -2.486  28.157  0.09
F  -4.841  -2.335  30.241  0.12
F  -5.157  -0.645  29.027  0.13
S  -7.500  -1.654  29.668  0.44
O  -7.954  -1.187  28.358  -0.35
O  -8.110  -2.863  30.029  -0.27
O  -7.510  -0.637  30.718  -0.33
C  -14.976  -3.144  25.350  -0.76
F  -15.492  -4.240  24.844  0.15
F  -15.874  -2.205  25.224  0.18
F  -14.869  -3.411  26.606  0.15
S  -13.272  -2.803  24.698  0.47
O  -13.268  -3.194  23.319  -0.30
O  -12.950  -1.435  24.939  -0.31
O  -12.507  -3.741  25.519  -0.34
C  -12.665  4.346  30.200  -0.58
F  -13.302  3.750  31.241  0.09
F  -13.406  4.176  29.101  0.13
F  -12.625  5.698  30.513  0.09
S  -10.992  3.537  30.093  0.51
O  -10.112  4.714  29.935  -0.34
O  -10.777  2.797  31.270  -0.28
O  -10.969  2.711  28.890  -0.33

Formula: C33H39CdN5
Source: OMol25
Level of theory: the ωB97M-V functional and the def2-TZVPD basis

Values from the calculation:
Gap between HOMO and LUMO (alpha / beta): 1.6 / 1.6 eV
Net charge: -2

Last column: Löwdin charge in e.
Element x y z (Å)
Cd  -0.628  -0.218  0.389  1.43
N  -1.193  -2.213  2.009  0.03
N  -0.404  -2.272  -1.354  -0.16
C  1.430  1.905  -0.356  -0.28
C  2.257  0.777  -0.060  -0.28
C  1.953  0.333  1.251  -0.32
C  2.533  -0.840  1.954  -0.09
H  3.073  -1.499  1.256  0.06
H  1.760  -1.444  2.460  0.06
H  3.252  -0.513  2.724  0.07
C  0.893  1.155  1.761  -0.36
C  0.314  1.066  3.131  -0.11
H  0.931  1.644  3.838  0.07
H  0.279  0.024  3.492  0.06
H  -0.710  1.469  3.176  0.05
C  0.633  2.180  0.789  -0.31
C  -0.306  3.312  0.963  -0.10
H  -1.136  3.066  1.641  0.06
H  -0.741  3.638  0.007  0.06
H  0.229  4.173  1.395  0.07
C  3.162  0.051  -0.982  -0.08
H  4.157  -0.083  -0.525  0.07
H  3.287  0.581  -1.935  0.05
H  2.778  -0.962  -1.210  0.06
C  1.270  2.572  -1.672  -0.07
H  0.205  2.654  -1.961  0.06
H  1.768  2.012  -2.477  0.05
H  1.687  3.593  -1.656  0.07
C  -2.008  -2.618  2.994  -0.20
H  -2.054  -1.988  3.888  0.08
C  -2.773  -3.788  2.897  -0.18
H  -3.500  -4.037  3.667  0.06
C  -2.577  -4.637  1.804  -0.17
H  -3.134  -5.565  1.704  0.08
C  -1.640  -4.294  0.840  -0.08
H  -1.424  -4.902  -0.038  0.08
C  -0.973  -3.053  0.957  -0.33
C  -0.046  -2.519  -0.023  -0.27
H  1.036  -2.565  0.172  0.08
C  -0.520  -0.963  -1.760  -0.09
C  -0.544  -3.133  -2.439  -0.09
H  -0.534  -4.184  -2.276  0.09
C  -0.650  -2.365  -3.526  -0.09
H  -0.804  -2.650  -4.538  0.09
N  -0.561  -1.029  -3.118  -0.04
C  -0.470  0.093  -4.033  -0.13
C  0.755  0.426  -4.640  -0.21
C  0.820  1.572  -5.447  -0.04
H  1.770  1.838  -5.918  0.10
C  -0.299  2.380  -5.665  -0.28
C  -0.235  3.586  -6.563  -0.14
H  -0.271  4.527  -5.993  0.07
H  -1.089  3.591  -7.255  0.06
H  0.690  3.581  -7.151  0.06
C  -1.487  2.058  -5.006  -0.07
H  -2.362  2.702  -5.113  0.08
C  -1.598  0.900  -4.226  -0.20
C  -2.901  0.534  -3.596  -0.14
H  -3.343  -0.376  -4.025  0.06
H  -3.612  1.353  -3.748  0.05
H  -2.792  0.385  -2.517  0.04
C  2.004  -0.379  -4.441  -0.06
H  2.139  -1.125  -5.238  0.08
H  2.023  -0.900  -3.478  0.06
H  2.875  0.293  -4.483  0.07
N  -3.234  0.307  2.759  0.13
C  -3.612  0.858  1.582  -0.41
C  -4.875  1.444  1.360  -0.20
C  -5.059  2.215  0.222  -0.20
C  -4.008  2.356  -0.687  -0.17
C  -2.820  1.675  -0.457  -0.20
N  -2.648  0.887  0.625  0.01
H  -2.297  -0.064  2.855  0.04
H  -3.884  0.151  3.512  0.04
H  -5.671  1.325  2.087  0.04
H  -5.999  2.714  0.009  0.07
H  -4.088  2.960  -1.587  0.06
H  -1.957  1.755  -1.136  0.08